Record 1
A 5-piece molecular cluster, C12H19N3O2 overall. Source: OMol25; level of theory: wB97M-V/def2-TZVPD.

Last column: Löwdin charge in e.
Positions of all 36 atoms, in Å:
H: -0.61727 -5.26140 -1.62586  0.107
H: 1.67595 2.55248 -4.71141  0.048
O: -2.38570 0.35134 -0.54860  -0.074
H: 2.26089 3.08008 1.69446  0.164
C: 0.26832 1.46869 -3.62742  -0.161
H: 3.50409 0.95483 -3.10563  0.082
C: -0.79776 -4.08104 0.35737  -0.085
H: -0.70255 -0.14201 2.37984  0.075
H: -1.21675 2.15858 3.78686  0.107
C: -1.48055 -2.87184 0.57135  -0.129
H: 0.14481 0.51019 1.46789  0.027
C: -1.91522 -3.50713 -1.51400  -0.175
H: -0.46174 0.03328 -2.31331  0.114
C: -0.13402 2.30962 3.66835  -0.125
H: 1.09307 1.12965 5.23564  0.094
C: 1.65960 0.10689 -2.52290  -0.148
C: 1.51910 1.84704 -4.00798  -0.080
H: -0.11591 -4.53613 1.02181  0.071
N: -2.10267 -2.57458 -0.59322  -0.004
H: -1.60738 -2.27663 1.43148  0.081
C: 0.32694 2.91757 2.56806  -0.195
H: -2.64750 1.25607 -0.50602  0.025
H: -0.12468 3.42633 1.74163  0.113
C: -1.06074 -4.43526 -0.99903  -0.125
H: -2.63446 -1.76045 -0.80144  0.106
N: 0.34047 0.40332 -2.77939  0.016
N: 1.66762 2.76814 2.45881  0.005
H: -0.54983 1.81387 -4.19280  0.096
C: 2.10845 2.05609 3.50113  -0.151
O: -0.40294 -0.27485 1.44912  -0.063
C: 2.42716 0.98425 -3.22643  -0.100
H: -2.50076 -3.40635 -2.41356  0.112
H: 3.15554 1.84408 3.61563  0.109
H: -1.65143 0.14463 0.09753  0.022
H: 1.92350 -0.75206 -1.90258  0.116
C: 1.03435 1.76272 4.34459  -0.076

Results
Energy relative to the best compared isomer or geometry (same formula, charge and spin): 44.1 kcal/mol
Gap between HOMO and LUMO: 8.2 eV
HOMO level: -7.86 eV
SMILES string: c1cc[nH]c1.c1cc[nH]c1.c1cc[nH]c1.O.O

=====

Record 2
An isolated ion of composition C12H19N4O6 and charge -1. Source: OMol25; level of theory: wB97M-V/def2-TZVPD.

Last column: Löwdin charge in e.
Positions of all 41 atoms, in Å:
H: 0.74001 -1.75126 -0.57607  0.115
O: 2.25064 1.71349 -1.04601  0.054
C: 2.28246 1.10401 1.78141  -0.184
H: 2.68726 2.10280 1.65761  0.148
C: 0.52520 0.09743 -1.54517  -0.167
H: -0.40458 1.26151 -3.07508  0.142
H: -3.95964 -0.90291 -1.04017  0.117
N: 1.33843 0.69993 0.72489  0.130
O: 0.53317 0.39569 3.30698  0.005
C: 1.58959 1.03011 3.14771  -0.432
N: 2.14409 1.70109 4.16858  0.028
N: -0.55662 0.91994 -2.14082  0.115
O: -2.94371 -1.41910 -3.00447  0.014
H: 2.44546 1.34492 6.17646  0.088
C: -1.54747 1.53377 -1.48773  -0.569
C: -0.09497 -1.15621 -0.91457  -0.163
H: 3.13813 -0.89307 1.99394  0.120
H: 3.99476 0.15261 0.89730  0.108
C: 3.48726 0.13521 1.84364  -0.065
O: 5.24228 -0.39834 3.35870  -0.078
O: 4.71415 1.77090 3.11913  -0.090
H: 3.08264 2.10077 4.02780  0.112
O: -1.81086 1.34644 -0.32402  0.060
H: 0.81817 0.96647 5.62094  0.071
C: 1.43487 0.93775 -0.58401  -0.450
H: -2.67921 -1.39451 0.05311  0.088
C: 4.56042 0.54543 2.86742  -0.713
C: -0.91364 -2.06552 -1.83720  -0.082
H: -3.27145 2.72764 -1.79317  0.090
H: -2.56055 2.08379 -3.27689  0.074
H: 0.55118 0.15170 1.05766  0.112
H: 1.33308 2.68834 5.82306  0.075
C: -2.39886 -1.64242 -1.93861  -0.557
N: -3.11756 -1.41280 -0.83375  0.177
C: -2.32228 2.53179 -2.32096  0.003
H: -0.85764 -3.05486 -1.42032  0.108
C: 1.62597 1.68050 5.51912  -0.067
H: 1.14729 -0.25425 -2.36999  0.151
H: -0.49411 -2.09062 -2.84293  0.119
H: -1.74066 3.43388 -2.46735  0.082
H: -0.66704 -0.89953 0.01453  0.110

Results
Energy relative to the best compared isomer or geometry (same formula, charge and spin): 0.0 kcal/mol
Gap between HOMO and LUMO: 7.4 eV
HOMO level: -4.80 eV
Charge: -1
SMILES string: CNC(=O)[C@@H](CC(=O)[O-])NC(=O)[C@@H](CCC(N)=O)NC(C)=O

=====

Record 3
C12H19N5O8PbS2 as an isolated structure. Source: OMol25; level of theory: wB97M-V/def2-TZVPD.

Last column: Löwdin charge in e.
Positions of all 47 atoms, in Å:
C: 0.76013 -2.45530 -0.07835  -0.225
H: 1.34350 -3.36889 0.12974  0.115
O: 1.24600 4.71331 4.45662  -0.066
N: -0.01273 0.36325 -1.22234  0.109
C: 2.25162 -0.76897 0.87018  -0.223
H: -2.53292 -2.02168 -0.09345  0.067
O: -3.38145 -3.12111 1.33379  -0.469
H: 1.99791 0.47820 2.61170  0.126
O: -4.37065 -2.27900 3.40318  -0.435
H: 3.24882 1.02519 1.50002  0.112
H: 1.59001 0.41281 -4.70404  0.095
S: -1.50379 -2.01863 3.21353  0.117
N: 1.23810 1.48655 0.99325  -0.134
H: 1.04891 2.23427 1.66377  0.048
H: 3.05749 -1.37808 1.31273  0.112
C: 1.03530 1.14666 -1.45101  -0.254
H: 1.12582 -2.07199 -1.03621  0.102
H: 0.69344 -1.74982 1.83849  0.033
C: 1.51209 2.02516 -0.31530  -0.165
O: 0.34885 3.21171 3.17859  -0.085
O: 2.45562 3.67412 2.99309  -0.086
C: -1.67516 -1.28689 -1.81238  -0.158
S: -3.37612 -2.06904 2.36935  0.009
H: 0.95386 2.95841 -0.41537  0.121
H: 2.50519 1.82582 -2.86286  0.104
H: -1.03159 -3.30090 0.75600  0.069
O: -3.53798 -0.73926 1.69347  -0.613
C: 0.04733 -0.42255 -3.46290  -0.035
H: -1.72911 -2.13428 -2.51296  0.117
H: -2.57737 -0.68122 -1.92549  0.119
C: 1.64641 1.18647 -2.70323  -0.029
H: 2.58264 2.25207 -0.46381  0.121
H: -3.13459 2.79808 -1.89245  0.107
H: 2.51546 -0.64016 -0.18487  0.104
C: -2.44093 2.36487 -1.13001  -0.606
O: -1.40156 2.98743 -0.89050  -0.077
H: -0.36396 -1.07254 -4.22505  0.102
N: 0.95594 -1.41784 0.91411  -0.120
Pb: -1.35418 0.32846 1.16867  1.410
C: 2.23430 0.59574 1.55093  -0.217
O: -2.84092 1.27499 -0.62486  -0.238
N: 1.35069 3.87569 3.55018  -0.625
H: -0.80286 -3.61716 -0.97278  0.117
N: -1.61155 -1.73425 -0.43393  -0.121
C: -0.70418 -2.85511 -0.18212  -0.215
C: -0.49666 -0.41451 -2.18509  -0.262
C: 1.13483 0.39993 -3.72003  -0.077

Results
Energy relative to the best compared isomer or geometry (same formula, charge and spin): 6.7 kcal/mol
Gap between HOMO and LUMO: 6.5 eV
HOMO level: -2.19 eV
Charge: -2

=====

Record 4
An isolated ion of composition C12H19NP and charge +1. Source: OMol25; level of theory: wB97M-V/def2-TZVPD.

Last column: Löwdin charge in e.
Positions of all 33 atoms, in Å:
H: 0.52411 -1.99941 1.52147  0.080
H: -3.74945 -0.16030 1.37258  0.120
H: -4.40448 -0.47878 -0.22489  0.124
H: 1.92106 -2.71186 -1.43216  -0.103
H: -3.54620 1.57097 -1.01281  0.121
H: -2.33102 -1.97411 0.71805  0.135
H: -1.03415 -0.06320 1.18350  0.188
N: -1.14738 -0.27646 0.18676  -0.071
H: 2.79243 1.95540 2.31781  0.114
H: -0.31251 -2.90424 0.25595  0.066
H: 2.87425 -1.84656 0.11582  -0.108
C: 2.95905 1.58030 -1.03373  -0.051
H: 3.50852 1.93280 -1.89198  0.114
C: -2.35062 -1.12778 0.03454  -0.105
H: 4.05190 2.77695 0.36301  0.114
C: 0.46642 -2.16112 0.44236  -0.429
P: 2.08290 -2.97801 -0.07102  0.875
H: -2.37539 -1.49410 -0.99345  0.150
C: -2.99728 1.20503 -0.14960  -0.126
H: -3.10518 1.94208 0.64273  0.119
C: 1.54972 0.65780 1.16552  -0.050
H: -0.87642 1.80107 -0.19607  0.141
C: 3.26315 2.05372 0.23125  -0.057
C: 0.15533 -0.85961 -0.28987  -0.306
C: -3.50943 -0.17296 0.31004  -0.131
H: 1.71880 0.27941 -2.19017  0.120
C: 2.55629 1.59246 1.32993  -0.054
H: 1.02280 0.29570 2.03839  0.114
C: 1.23958 0.17649 -0.10358  -0.270
C: 1.94843 0.64931 -1.20150  -0.039
H: 0.02873 -1.06795 -1.35815  0.150
H: -1.39907 0.82391 -1.57627  0.147
C: -1.52487 0.98305 -0.50445  -0.092

Results
Energy relative to the best compared isomer or geometry (same formula, charge and spin): 0.0 kcal/mol
Gap between HOMO and LUMO: 10.0 eV
HOMO level: -12.63 eV
Charge: +1
SMILES string: PC[C@H](c1ccccc1)[NH+]1CCCC1

=====

Record 5
C12H19O4PY as an isolated structure. Source: OMol25; level of theory: wB97M-V/def2-TZVPD.

Last column: Löwdin charge in e.
Positions of all 37 atoms, in Å:
H: 2.21112 -2.45176 2.94578  0.104
C: 1.04520 0.48940 -2.28595  -0.038
C: 1.59363 6.04711 -2.53679  -0.105
H: 0.47315 -2.39778 3.10492  0.080
H: 2.09970 -1.42978 0.70226  0.101
H: -2.67658 -0.76112 0.30346  0.090
O: 2.96655 1.49037 0.96179  0.279
H: -1.52566 -2.95583 -0.61593  0.098
H: 0.35524 5.53308 -4.17151  0.081
H: -1.92927 0.14904 1.61910  0.039
H: 1.72624 6.59556 -1.56110  0.082
O: 1.57404 -0.06705 -3.19532  0.259
C: 0.53606 -3.44063 -1.00394  -0.100
C: -0.83115 2.37588 0.97165  0.005
C: -1.76889 1.11839 -1.56348  -0.026
H: 1.39959 -0.40728 1.95422  0.044
H: -0.48748 6.37604 -2.71306  0.080
H: -3.41137 -1.53634 2.52475  0.099
C: 1.28409 -2.51020 2.40459  -0.085
H: 2.56893 5.75273 -3.01960  0.083
H: 0.59146 -2.82142 -1.87696  0.059
C: -0.58405 -2.91696 -0.09429  -0.369
H: 0.28676 -4.44190 -1.29520  0.098
O: -2.83504 0.90842 -2.05213  0.265
H: -2.59552 -2.83514 1.70315  0.079
H: 1.48560 -3.44771 -0.49904  0.071
O: -1.37177 2.87614 1.90050  0.281
H: -0.68268 -3.55705 0.80684  0.113
Y: 0.11423 1.46888 -0.68656  1.041
C: 1.94405 1.49482 0.36838  -0.014
C: -1.97523 -0.83239 1.16528  -0.371
H: -1.77322 -1.92984 2.98096  0.078
H: 1.23696 -3.45725 1.91000  0.078
P: -0.30626 -1.18996 0.36794  0.976
C: -2.46438 -1.87962 2.16088  -0.078
C: 1.26154 -1.34357 1.43893  -0.369
C: 0.46439 5.93471 -3.12453  -0.110

Results
Energy relative to the best compared isomer or geometry (same formula, charge and spin): 130.2 kcal/mol
Gap between HOMO and LUMO (alpha / beta): 2.7 / 2.7 eV
HOMO level (alpha / beta): -18.19 / -18.16 eV
Charge: +3

=====

Record 6
A 4-piece molecular cluster, C12H20BF3O12PS overall. Source: OMol25; level of theory: wB97M-V/def2-TZVPD.

Last column: Löwdin charge in e.
Positions of all 50 atoms, in Å:
H: 2.53772 2.63712 0.72604  0.003
O: 2.78984 2.91218 2.83838  -0.400
C: -6.53676 -4.75937 -0.57737  -0.502
H: -0.81402 0.84767 1.78232  0.084
O: 0.76379 3.97301 1.67138  -0.435
H: 0.36043 -2.02060 -1.44618  0.138
C: -5.68911 -2.90037 -1.39504  -0.328
O: -1.51228 -2.85549 -1.58462  0.066
H: 4.15056 -0.81393 -2.72666  0.146
C: 3.13225 4.24827 2.24639  -0.256
H: 1.72293 6.00983 2.13060  0.098
H: 4.26512 -1.98008 -1.38871  0.141
H: 0.37981 3.72981 4.66546  0.072
H: -6.25557 -2.06538 -0.96909  0.176
H: -1.00580 -2.01671 -4.19843  0.178
H: -3.88059 -4.01494 -0.98156  0.121
C: 2.29529 0.41299 -1.04576  -0.510
P: 1.53101 2.37445 1.76237  0.468
O: 1.18732 0.89369 -0.87486  0.081
H: 1.19537 2.05558 5.25025  0.068
O: 2.51847 -0.86531 -1.47890  0.037
O: -0.51037 -3.82782 -3.36249  0.143
B: 0.16453 2.07269 3.10252  -0.452
C: 3.91382 -0.98394 -1.67098  -0.080
S: 1.82540 5.41071 -0.25386  0.612
C: -0.53817 -1.95277 -2.06852  -0.067
H: 4.01075 4.28645 1.46613  0.107
O: -2.02270 -5.01627 -2.13362  0.133
H: -0.71502 2.19588 5.23203  0.057
H: 0.56377 6.05757 -0.45440  -0.121
F: -5.09288 -2.51322 -2.54495  0.078
O: 3.46146 1.08104 -0.82119  0.116
O: -6.56362 -3.96700 -1.68556  0.139
H: 2.09116 1.04296 1.87809  -0.023
C: 4.45458 0.08160 -0.77997  -0.328
C: 0.28284 2.55227 4.68684  -0.099
H: 0.67753 2.00936 0.62543  -0.009
O: -1.07095 1.38830 2.60953  -0.067
H: -0.90805 -0.92431 -2.03966  0.151
C: -0.31317 -2.43557 -3.46064  -0.324
O: -7.36135 -5.62483 -0.33468  0.136
F: 5.59846 0.59686 -1.28365  0.074
F: 0.96264 -2.21244 -3.84817  0.081
C: -4.69869 -3.50646 -0.46047  -0.073
C: 1.83414 4.98808 1.57103  -0.668
O: -5.47653 -4.46077 0.23394  0.080
C: -1.39899 -3.98896 -2.34216  -0.499
H: 3.35320 4.85705 3.24949  0.125
H: 4.61337 -0.23719 0.25573  0.180
H: -4.27295 -2.77170 0.22820  0.152

Results
Gap between HOMO and LUMO: 5.6 eV
HOMO level: -3.46 eV
Charge: -1